# C23H38Cl2CoN3O4

C23H38Cl2CoN3O4 as an isolated structure in a non-equilibrium geometry (wB97M-V/def2-TZVPD, the OMol25 dataset).

```
71
C23H38Cl2CoN3O4 | the OMol25 dataset | wB97M-V/def2-TZVPD
O -2.7980 0.1294 -2.0305
C -3.1273 0.9975 -2.8914
C -4.3953 0.9012 -3.5984
C -5.1064 -0.3155 -3.6174
H -4.6752 -1.1912 -3.1295
C -6.3324 -0.3945 -4.2795
H -6.8955 -1.3344 -4.2802
C -6.8481 0.7349 -4.9344
H -7.8073 0.6659 -5.4494
C -6.1548 1.9558 -4.8921
H -6.5811 2.8395 -5.3683
C -4.9350 2.0364 -4.2350
H -4.3501 2.9533 -4.2004
H -2.4698 1.8648 -3.0644
C 0.1096 0.8199 -4.0221
C 0.4519 1.0007 -2.6265
H 0.9452 1.0966 -4.6882
H -0.7709 1.4149 -4.2899
H -0.1328 -0.2383 -4.1821
C 1.5596 1.3044 -1.9528
C 2.9718 1.2993 -2.4639
H 1.4678 1.4914 -0.8733
H 3.0010 1.4507 -3.5506
H 3.4874 0.3549 -2.2340
H 3.5431 2.1038 -1.9854
Co -1.2134 0.1805 -1.0285
Cl 0.0716 -1.5029 -1.6447
Cl -1.0566 2.4149 -1.1287
C 3.1288 -1.6675 0.1766
O 2.8259 -0.6712 0.8453
N 4.1609 -2.4924 0.4609
C 5.0354 -2.2217 1.5886
C 4.5763 -3.5631 -0.4322
H 2.5391 -1.9623 -0.7155
H 4.6096 -1.4229 2.2008
H 6.0347 -1.9302 1.2346
H 5.1505 -3.1346 2.1874
H 3.8610 -3.6360 -1.2573
H 4.6099 -4.5202 0.1061
H 5.5823 -3.3679 -0.8328
H 2.3259 3.8839 3.8340
H 0.0861 4.8275 4.0991
C 2.1642 3.7955 2.7532
C -0.1389 4.6726 3.0369
N 0.7400 3.6506 2.4963
H 2.6915 2.9246 2.3556
C 0.2972 2.6465 1.7184
O 1.0570 1.8039 1.2050
H -1.1781 4.3507 2.9165
H -0.7978 2.6358 1.5438
H 2.5374 4.7110 2.2765
H 0.0061 5.6289 2.5140
O -1.5778 -0.4332 0.7614
C -1.0042 -0.9681 1.7533
C -1.7486 -1.9121 2.6632
C -1.0936 -3.2965 2.7355
C -0.0249 -3.4279 3.8195
C 1.1990 -2.5476 3.5745
C 0.8766 -1.0697 3.3601
N 0.2709 -0.7358 2.0655
H -1.7789 -1.4747 3.6715
H -2.7706 -2.0073 2.2882
H -1.8736 -4.0403 2.9298
H -0.6473 -3.5576 1.7661
H -0.4484 -3.1889 4.8043
H 0.3059 -4.4723 3.8850
H 1.8579 -2.6069 4.4519
H 1.7813 -2.9305 2.7259
H 0.2129 -0.7430 4.1786
H 1.7991 -0.4816 3.4187
H 0.8005 -0.0818 1.4769
```

* 2S+1: 5
* E_tot: -99799.612 eV
* HOMO energy (alpha / beta): -5.98 / -6.83 eV

Results of the Mulliken charge analysis, in e, for atoms 1 through 2: -0.654, 0.214